This record from the Open Molecules 2025 dataset describes one molecule with the formula C5H11N3SSi at a distorted geometry. The level of theory is wB97M-V/def2-TZVPD.

Last column: Löwdin charge in e.
Cartesian coordinates (Å):
C  1.724  -1.451  2.052  -0.23
Si  0.671  -0.343  1.029  0.31
C  -0.890  0.031  2.134  -0.20
C  1.624  1.011  0.200  -0.21
S  -0.103  -1.501  -0.737  0.65
C  -0.904  -0.104  -1.711  -0.66
N  -1.257  1.139  -1.534  0.06
C  -1.962  1.430  -2.626  -0.29
N  -2.104  0.492  -3.484  0.05
N  -1.357  -0.502  -2.934  -0.03
H  1.138  -1.923  2.876  0.04
H  2.123  -2.436  1.662  0.05
H  2.574  -0.885  2.429  0.03
H  -0.370  0.381  3.063  0.03
H  -1.480  0.747  1.662  -0.02
H  -1.347  -0.993  2.403  0.06
H  2.497  0.604  -0.282  0.03
H  0.962  1.483  -0.671  0.07
H  1.924  1.815  0.713  -0.03
H  -2.328  2.445  -2.921  0.12
H  -1.135  -1.441  -3.324  0.15

Structure (SMILES)   C[Si](C)(C)Sc1ncn[nH]1
HOMO energy   -8.91 eV
Total charge   0
F_max   0.09273 Eh/bohr
Energy relative to the best compared isomer or geometry (same formula, charge and spin)   6.97 kJ/mol
HOMO-LUMO gap   9.52 eV
Multiplicity   1
Energy   -1049.0750 Eh

=====

This record from the Open Molecules 2025 dataset describes C3H4FO3Sr as an isolated structure at a distorted geometry. The level of theory is wB97M-V/def2-TZVPD.

Last column: Löwdin charge in e.
Cartesian coordinates (Å):
C  -1.874  -0.401  0.138  -0.21
C  -1.056  0.744  -0.049  -0.36
H  -2.403  -0.669  -0.787  0.01
H  -1.382  -1.249  0.630  0.02
F  -0.473  1.238  1.107  -0.05
H  -1.525  1.549  -0.628  0.10
Sr  -4.357  0.566  1.975  0.01
O  1.901  -0.078  -2.348  0.08
C  1.276  -0.028  -1.150  -0.74
O  1.533  -0.827  -0.263  0.04
O  0.340  0.863  -1.178  -0.01
H  2.625  -0.712  -2.289  0.10

HOMO energy   -1.89 eV
Total charge   -1
F_max   0.03476 Eh/bohr
HOMO-LUMO gap   4.80 eV
Multiplicity   1
Energy   -472.9664 Eh

=====

This record from the Open Molecules 2025 dataset describes a 2-piece molecular cluster, C4H14N2O2 overall at a distorted geometry. The level of theory is wB97M-V/def2-TZVPD.

Last column: Löwdin charge in e.
Cartesian coordinates (Å):
N  0.232  2.611  -0.350  -0.01
C  0.492  1.507  0.547  -0.28
C  -0.305  0.191  0.072  -0.41
N  -1.768  0.466  0.112  0.07
C  -0.012  -1.133  0.733  -0.17
C  -0.520  -2.281  -0.219  -0.26
O  -1.844  -2.664  0.157  -0.13
H  0.295  3.525  0.171  0.10
H  0.945  2.693  -1.015  0.03
H  1.565  1.214  0.680  0.10
H  0.079  1.753  1.655  0.15
H  0.203  0.072  -0.973  0.13
H  -2.154  1.166  -0.410  0.03
H  -1.919  0.578  1.116  0.09
H  -0.522  -1.339  1.722  0.14
H  1.059  -1.307  0.896  0.10
H  -0.656  -1.959  -1.266  0.11
H  0.067  -3.288  -0.012  0.15
H  -2.273  -1.783  0.284  0.07
O  2.592  -0.016  -1.579  -0.08
H  2.018  0.759  -1.365  0.02
H  2.425  -0.763  -0.955  0.05

Structure (SMILES)   NC[C@H](N)CCO.O
HOMO energy   -9.35 eV
Total charge   0
F_max   0.09332 Eh/bohr
Energy relative to the best compared isomer or geometry (same formula, charge and spin)   194.66 kJ/mol
HOMO-LUMO gap   10.04 eV
Multiplicity   1
Energy   -420.7310 Eh

=====

This record from the Open Molecules 2025 dataset describes a 11-piece molecular cluster, C44H106Cl8N12O10P4 overall at a distorted geometry. The level of theory is wB97M-V/def2-TZVPD.

Last column: Löwdin charge in e.
Cartesian coordinates (Å):
C  -4.478  -1.307  -0.483  -0.10
N  -5.641  -0.892  0.356  -0.27
C  -5.859  -1.771  1.548  -0.09
P  -6.811  0.156  -0.265  0.58
O  -7.695  0.823  0.706  -0.30
N  -5.945  1.310  -1.242  -0.31
C  -4.799  2.027  -0.690  -0.13
C  -6.713  2.241  -2.114  -0.10
N  -7.656  -0.834  -1.410  -0.31
C  -7.214  -1.063  -2.782  -0.13
C  -8.530  -1.896  -0.878  -0.11
H  -3.566  -0.891  -0.054  0.04
H  -4.566  -0.978  -1.518  0.06
H  -4.429  -2.395  -0.520  0.05
H  -5.011  -1.872  2.224  0.05
H  -6.067  -2.783  1.200  0.05
H  -6.804  -1.591  2.062  0.08
H  -4.036  1.304  -0.403  0.05
H  -4.298  2.753  -1.329  0.08
H  -5.145  2.599  0.172  0.09
H  -6.962  3.188  -1.634  0.08
H  -5.970  2.386  -2.899  0.07
H  -7.588  1.749  -2.540  0.07
H  -6.193  -0.723  -2.954  0.05
H  -7.154  -2.137  -2.957  0.08
H  -7.955  -0.662  -3.473  0.08
H  -7.923  -2.740  -0.551  0.07
H  -9.277  -2.192  -1.615  0.08
H  -9.098  -1.567  -0.008  0.08
C  1.305  5.457  2.214  -0.10
N  0.023  6.190  2.179  -0.29
C  -0.007  7.160  1.056  -0.12
P  -1.499  5.338  2.553  0.70
O  -2.147  4.629  1.381  -0.33
N  -1.088  4.229  3.837  -0.31
C  -0.620  4.690  5.121  -0.13
C  -1.539  2.810  3.778  -0.09
N  -2.576  6.511  3.270  -0.31
C  -2.026  7.628  4.045  -0.13
C  -3.737  6.814  2.437  -0.13
H  1.091  4.579  2.823  0.06
H  2.075  6.079  2.672  0.09
H  1.524  5.242  1.168  0.06
H  1.009  7.482  0.827  0.08
H  -0.562  8.050  1.351  0.06
H  -0.480  6.794  0.145  0.07
H  0.464  4.788  5.190  0.08
H  -1.227  5.541  5.432  0.06
H  -0.912  3.951  5.867  0.08
H  -1.332  2.513  2.750  0.05
H  -1.036  2.172  4.504  0.07
H  -2.612  2.664  3.904  0.08
H  -1.178  7.348  4.669  0.06
H  -1.751  8.433  3.363  0.07
H  -2.811  7.888  4.756  0.09
H  -4.569  7.005  3.115  0.08
H  -4.001  6.031  1.726  0.07
H  -3.569  7.721  1.856  0.08
C  9.747  -0.485  0.585  -0.12
N  9.089  -1.396  -0.346  -0.32
C  9.971  -2.423  -0.960  -0.11
P  7.421  -1.262  -0.726  0.62
O  6.698  -0.216  0.034  -0.30
N  7.700  -0.941  -2.392  -0.30
C  7.258  -1.798  -3.454  -0.15
C  8.101  0.399  -2.825  -0.11
N  6.857  -2.886  -0.452  -0.29
C  5.571  -3.344  -1.035  -0.16
C  7.288  -3.657  0.751  -0.10
H  10.271  -0.982  1.401  0.07
H  8.986  0.152  1.037  0.07
H  10.451  0.130  0.025  0.08
H  10.690  -2.914  -0.305  0.07
H  10.594  -1.871  -1.664  0.07
H  9.461  -3.173  -1.565  0.07
H  6.262  -1.441  -3.718  0.07
H  7.865  -1.879  -4.356  0.09
H  7.289  -2.848  -3.163  0.07
H  7.268  0.996  -3.196  0.07
H  8.487  0.998  -2.000  0.02
H  8.681  0.370  -3.747  0.08
H  4.789  -3.005  -0.355  0.06
H  5.524  -2.821  -1.990  0.00
H  5.603  -4.431  -1.104  0.07
H  8.353  -3.889  0.791  0.06
H  6.863  -4.660  0.775  0.08
H  7.043  -3.176  1.698  0.08
C  0.330  -1.139  3.018  -0.11
N  -0.518  -1.134  1.806  -0.28
C  -1.917  -1.558  2.172  -0.11
P  -0.105  -0.706  0.180  0.61
O  -1.123  -1.116  -0.839  -0.30
N  0.153  0.972  0.283  -0.26
C  -0.828  1.953  -0.189  -0.10
C  1.342  1.588  0.973  -0.11
N  1.431  -1.415  -0.122  -0.29
C  2.250  -0.972  -1.332  -0.06
C  1.537  -2.858  0.051  -0.11
H  -0.012  -0.377  3.718  0.07
H  1.273  -0.700  2.695  0.06
H  0.330  -2.140  3.451  0.08
H  -1.998  -2.074  3.129  0.05
H  -2.308  -2.242  1.420  0.03
H  -2.578  -0.692  2.208  0.08
H  -0.585  2.972  0.114  0.06
H  -0.754  1.962  -1.276  0.06
H  -1.852  1.712  0.097  0.07
H  2.271  1.022  0.901  0.07
H  1.611  2.551  0.539  0.03
H  1.272  1.741  2.050  0.06
H  3.255  -1.353  -1.150  0.07
H  1.811  -1.287  -2.278  0.07
H  2.221  0.116  -1.386  0.07
H  1.326  -3.374  -0.885  0.05
H  0.830  -3.173  0.819  0.08
H  2.586  -3.036  0.289  0.07
O  0.133  2.463  -4.236  0.08
C  -0.794  1.668  -4.303  -0.42
C  -2.253  1.942  -4.519  -0.08
C  -2.846  0.642  -4.006  -0.17
C  -1.844  -0.380  -4.472  -0.18
O  -0.600  0.277  -4.263  0.01
H  -2.631  2.749  -3.891  0.12
H  -2.285  2.323  -5.540  0.14
H  -2.790  0.698  -2.918  0.11
H  -3.851  0.350  -4.309  0.12
H  -2.116  -1.136  -3.735  0.12
H  -2.050  -0.668  -5.503  0.14
O  -4.208  -1.483  4.410  0.09
C  -4.169  -2.327  5.290  -0.49
C  -5.200  -2.692  6.339  -0.07
C  -4.260  -3.359  7.302  -0.15
C  -3.241  -4.038  6.380  -0.19
O  -3.138  -3.125  5.358  0.04
H  -5.723  -1.798  6.679  0.13
H  -5.980  -3.308  5.891  0.14
H  -3.723  -2.644  7.926  0.13
H  -4.913  -4.053  7.831  0.12
H  -2.373  -4.095  7.036  0.13
H  -3.528  -5.051  6.098  0.10
O  -2.513  -4.706  -4.978  0.08
C  -1.678  -4.750  -4.078  -0.52
C  -1.939  -5.244  -2.696  -0.08
C  -0.560  -5.410  -2.068  -0.14
C  0.305  -4.626  -3.030  -0.16
O  -0.423  -4.494  -4.270  0.06
H  -2.398  -4.442  -2.119  0.11
H  -2.624  -6.086  -2.598  0.13
H  -0.655  -5.093  -1.030  0.10
H  -0.256  -6.454  -1.982  0.12
H  0.636  -3.648  -2.681  0.09
H  1.254  -5.113  -3.254  0.09
Cl  1.824  7.118  -2.474  0.56
C  0.787  5.753  -2.883  -0.67
C  0.896  4.658  -1.845  -0.64
Cl  2.479  3.827  -1.775  0.60
H  1.013  5.420  -3.896  0.07
H  -0.186  6.146  -3.178  0.08
H  0.198  3.859  -2.097  0.04
H  0.638  5.072  -0.870  0.03
Cl  8.042  3.200  -0.576  0.56
C  6.331  3.658  -0.758  -0.64
C  5.451  3.262  0.435  -0.63
Cl  6.010  4.036  1.975  0.51
H  5.936  3.211  -1.670  0.07
H  6.387  4.744  -0.830  0.06
H  5.515  2.190  0.617  0.05
H  4.400  3.431  0.201  0.02
Cl  2.908  -5.052  -6.377  0.53
C  3.543  -3.378  -6.144  -0.60
C  3.208  -2.923  -4.661  -0.61
Cl  3.835  -4.086  -3.482  0.61
H  3.022  -2.656  -6.773  0.07
H  4.578  -3.255  -6.462  0.07
H  2.127  -2.994  -4.545  0.04
H  3.521  -1.907  -4.420  0.07
Cl  -2.085  -6.880  4.313  0.59
C  -2.428  -6.647  2.600  -0.63
C  -2.883  -5.139  2.449  -0.67
Cl  -3.436  -4.766  0.823  0.62
H  -3.225  -7.285  2.218  0.07
H  -1.551  -7.008  2.062  0.07
H  -2.137  -4.413  2.773  0.05
H  -3.746  -4.855  3.052  0.05

Structure (SMILES)   CN(C)P(=O)(N(C)C)N(C)C.CN(C)P(=O)(N(C)C)N(C)C.CN(C)P(=O)(N(C)C)N(C)C.CN(C)P(=O)(N(C)C)N(C)C.O=C1CCCO1.O=C1CCCO1.O=C1CCCO1.ClCCCl.ClCCCl.ClCCCl.ClCCCl
HOMO energy   -7.81 eV
Total charge   0
F_max   0.08568 Eh/bohr
HOMO-LUMO gap   8.11 eV
Multiplicity   1
Energy   -8196.6006 Eh